(1)
A molecular structure, C11H11Br2InN4O2S. Source: the Open Molecules 2025 dataset; level of theory: the ωB97M-V functional and the def2-TZVPD basis.

Output
**Charge**: +2
**Gap between HOMO and LUMO (spin up / spin down)**: 0.202 / 0.181 Eh

```
32
Properties=species:S:1:pos:R:3:lowdin_charge:R:1
In 0.319 0.284 -0.367 0.94
N 7.270 -3.229 -2.220 0.29
C 6.177 -2.893 -1.537 -0.22
C 5.628 -1.585 -1.634 0.06
C 4.458 -1.274 -0.986 0.00
C 3.838 -2.230 -0.188 -0.20
C 4.355 -3.520 -0.066 0.01
C 5.522 -3.846 -0.713 0.07
S 2.320 -1.842 0.650 0.61
O 2.239 -0.425 0.974 -0.41
O 2.013 -2.771 1.673 -0.22
N 1.214 -1.995 -0.582 -0.12
C 0.140 -2.712 -0.341 -0.55
N 0.144 -4.010 -0.041 0.14
C -0.947 -4.683 0.172 -0.09
C -2.214 -4.121 0.076 0.01
C -2.180 -2.764 -0.216 -0.10
N -1.067 -2.098 -0.387 0.07
H 7.740 -2.571 -2.826 0.16
H 7.650 -4.165 -2.166 0.16
H 6.147 -0.840 -2.216 0.14
H 4.038 -0.280 -1.057 0.13
H 3.848 -4.232 0.566 0.14
H 5.956 -4.829 -0.592 0.14
H -0.800 -5.729 0.419 0.13
H -3.126 -4.675 0.222 0.12
H -3.095 -2.184 -0.297 0.13
Br -1.004 0.864 2.380 0.68
C 0.035 2.485 2.624 -0.93
Br 0.881 3.049 0.969 0.67
H 0.816 2.289 3.360 0.03
H -0.643 3.277 2.946 0.03
```



(2)
A molecular structure, C26H38N5O3SSiTi. Source: the Open Molecules 2025 dataset; level of theory: the ωB97M-V functional and the def2-TZVPD basis.

Output
**Charge**: +1
**Gap between HOMO and LUMO (spin up / spin down)**: 0.209 / 0.212 Eh

```
75
Properties=species:S:1:pos:R:3:lowdin_charge:R:1
Ti 0.209 -1.465 -1.002 0.78
N -3.592 -1.861 1.036 0.15
C -2.273 -1.798 0.875 -0.11
N -1.679 -1.888 -0.281 0.02
C -2.484 -2.126 -1.427 -0.27
N -1.916 -2.490 -2.527 0.12
N -0.557 -2.457 -2.438 -0.20
C 0.228 -2.946 -3.401 -0.07
C 1.577 -2.567 -3.264 -0.26
C 2.619 -2.977 -4.118 -0.01
C 3.869 -2.445 -3.960 -0.06
C 4.083 -1.483 -2.953 -0.05
C 3.049 -1.155 -2.119 -0.14
N 1.818 -1.702 -2.211 -0.05
C -3.921 -1.955 -1.332 -0.08
C -4.760 -1.880 -2.442 0.01
C -6.122 -1.733 -2.269 -0.05
C -6.665 -1.661 -0.989 -0.05
C -5.844 -1.717 0.122 -0.01
C -4.475 -1.851 -0.054 -0.16
H -3.972 -1.807 1.968 0.16
H -1.681 -1.639 1.765 0.12
H -0.167 -3.511 -4.234 0.13
H 2.403 -3.695 -4.898 0.12
H 4.679 -2.743 -4.610 0.11
H 5.046 -1.011 -2.830 0.11
H 3.181 -0.415 -1.341 0.09
H -4.321 -1.945 -3.428 0.12
H -6.773 -1.673 -3.130 0.11
H -7.734 -1.559 -0.858 0.12
H -6.257 -1.656 1.122 0.12
C 2.969 -2.148 1.052 -0.01
C 2.011 -1.082 1.580 -0.58
C 2.784 0.006 2.308 -0.01
C 0.995 -1.745 2.511 -0.02
O 1.287 -0.510 0.431 -0.31
Si 0.485 1.006 0.339 -0.10
S -0.302 0.766 -1.602 0.49
O 1.436 2.267 0.638 -0.14
C 2.176 3.228 -0.160 -0.62
C 1.207 4.110 -0.940 -0.03
C 3.112 2.477 -1.098 -0.03
C 2.958 4.064 0.844 -0.02
O -0.605 0.823 1.540 -0.17
C -1.352 1.817 2.290 -0.61
C -1.896 2.881 1.342 -0.02
C -0.440 2.425 3.352 -0.01
C -2.505 1.068 2.946 -0.03
H 3.369 -2.717 1.890 0.10
H 3.803 -1.705 0.512 0.09
H 2.449 -2.843 0.386 0.09
H 3.399 -0.443 3.087 0.11
H 2.109 0.729 2.768 0.08
H 3.439 0.539 1.617 0.09
H 1.499 -2.158 3.383 0.10
H 0.491 -2.564 1.987 0.09
H 0.263 -1.011 2.842 0.07
H 0.537 3.505 -1.551 0.06
H 1.766 4.779 -1.594 0.10
H 0.616 4.717 -0.253 0.09
H 2.536 1.852 -1.783 0.06
H 3.797 1.853 -0.519 0.08
H 3.702 3.181 -1.684 0.10
H 2.270 4.512 1.562 0.09
H 3.495 4.861 0.330 0.10
H 3.675 3.447 1.388 0.09
H -1.080 3.498 0.966 0.07
H -2.611 3.522 1.856 0.10
H -2.391 2.403 0.495 0.09
H 0.444 2.846 2.876 0.07
H -0.129 1.663 4.070 0.09
H -0.961 3.217 3.890 0.10
H -3.205 0.719 2.185 0.08
H -3.038 1.734 3.625 0.10
H -2.132 0.218 3.523 0.09
```



(3)
C2H6N4O in the gas phase. Source: the Open Molecules 2025 dataset; level of theory: the ωB97M-V functional and the def2-TZVPD basis.

Output
**Relative energy (zero: lowest compared OMol25 entry of this formula, charge and spin)**: 209.0 kcal/mol
**Gap between HOMO and LUMO (spin up / spin down)**: 0.301 / 0.301 Eh

```
13
Properties=species:S:1:pos:R:3:lowdin_charge:R:1
C -2.396 0.071 -0.200 -0.18
C 2.806 -0.395 0.063 0.06
N -1.311 -0.799 0.122 0.00
N 1.629 0.311 -0.067 -0.03
N -1.283 0.587 0.513 -0.08
N 0.801 1.589 0.166 -0.04
O -0.378 1.325 -0.377 -0.24
H -2.482 0.321 -1.252 0.11
H -3.328 0.021 0.353 0.11
H 3.668 0.072 0.494 0.05
H 2.800 -1.407 -0.285 0.05
H -1.451 -1.383 0.944 0.10
H 0.925 -0.314 -0.475 0.08
```



(4)
A molecular structure, C15H11Cl5N3O2Pb. Source: the Open Molecules 2025 dataset; level of theory: the ωB97M-V functional and the def2-TZVPD basis.

Output
**Charge**: +3
**Gap between HOMO and LUMO (spin up / spin down)**: 0.070 / 0.069 Eh

```
37
Properties=species:S:1:pos:R:3:lowdin_charge:R:1
Pb -0.498 -1.774 -1.022 1.42
C -5.160 -0.155 0.547 0.00
O -4.716 -1.488 0.638 0.03
C -3.463 -1.773 0.370 -0.57
O -2.653 -0.917 -0.046 -0.12
N -3.131 -3.040 0.692 0.03
N -1.954 -3.649 0.263 -0.02
H -6.156 -0.157 0.906 0.10
H -5.065 0.316 -0.448 0.12
H -4.539 0.457 1.199 0.10
H -3.865 -3.642 1.124 0.21
H -2.147 -4.574 -0.123 0.13
H -1.292 -3.832 1.055 0.10
Cl 2.406 -3.242 -1.129 0.80
C 2.112 -2.754 0.537 -0.59
C 0.854 -2.229 0.860 -0.34
C 0.696 -1.826 2.177 -0.61
Cl -0.778 -1.054 2.654 0.89
C 1.724 -1.970 3.143 -0.63
Cl 1.506 -1.345 4.692 0.96
C 2.922 -2.583 2.795 -0.60
Cl 4.198 -2.647 3.956 0.90
C 3.170 -2.902 1.466 -0.58
Cl 4.683 -3.605 0.971 0.90
N 0.278 0.652 -1.114 0.06
C 0.821 1.574 -1.562 -0.08
C 1.375 2.855 -1.946 -0.23
C 2.635 3.282 -1.523 -0.01
C 2.969 4.616 -1.748 -0.04
C 2.123 5.487 -2.405 -0.02
C 0.913 5.023 -2.906 -0.01
C 0.537 3.676 -2.692 0.01
H 3.341 2.663 -0.971 0.13
H 3.940 5.001 -1.363 0.14
H 2.416 6.511 -2.591 0.13
H 0.265 5.734 -3.413 0.13
H -0.466 3.311 -3.042 0.15
```



(5)
C24H29N3O4 in the gas phase. Source: the Open Molecules 2025 dataset; level of theory: the ωB97M-V functional and the def2-TZVPD basis.

Output
**Relative energy (zero: lowest compared OMol25 entry of this formula, charge and spin)**: 45.9 kcal/mol
**SMILES string**: CCCOc1ccc(N2C[C@H](C(=O)Nc3ccc(N4CCOCC4)cc3)CC2=O)cc1
**Gap between HOMO and LUMO**: 0.295 Eh

```
60
Properties=species:S:1:pos:R:3:lowdin_charge:R:1
C -9.022 0.479 -1.650 -0.10
C -9.815 -0.484 -0.775 -0.22
C -9.206 -0.696 0.615 -0.21
O -8.020 -1.464 0.575 -0.05
C -6.791 -0.882 0.505 -0.28
C -6.508 0.477 0.580 -0.02
C -5.202 0.929 0.518 0.01
C -4.141 0.040 0.386 -0.19
C -4.423 -1.325 0.315 -0.01
C -5.725 -1.773 0.372 0.00
H -5.944 -2.827 0.321 0.12
H -3.629 -2.048 0.226 0.11
N -2.814 0.493 0.313 0.02
C -2.350 1.692 0.753 -0.43
O -2.990 2.594 1.242 0.07
C -0.839 1.714 0.542 -0.03
H -0.367 1.533 1.511 0.14
C -0.570 0.563 -0.430 -0.19
H -0.570 0.929 -1.461 0.15
C 0.764 -0.129 -0.137 -0.44
O 0.833 -1.225 0.377 0.08
N 1.822 0.639 -0.493 0.13
C 3.195 0.380 -0.342 -0.23
C 3.694 -0.807 0.182 -0.01
C 5.054 -0.996 0.309 -0.01
C 5.971 -0.015 -0.090 -0.23
C 5.454 1.172 -0.626 -0.03
C 4.094 1.363 -0.743 -0.03
H 3.725 2.290 -1.161 0.11
H 6.118 1.948 -0.971 0.10
N 7.324 -0.210 0.026 -0.10
C 8.265 0.889 0.015 -0.15
H 7.789 1.786 0.420 0.12
C 9.463 0.537 0.895 -0.19
O 10.161 -0.602 0.437 -0.13
C 9.334 -1.535 -0.227 -0.19
C 7.894 -1.514 0.279 -0.15
H 7.879 -1.765 1.351 0.13
H 7.323 -2.273 -0.262 0.13
H 9.336 -1.330 -1.308 0.13
H 9.783 -2.518 -0.061 0.13
H 10.184 1.358 0.903 0.13
H 9.114 0.371 1.926 0.13
H 8.613 1.108 -1.005 0.13
H 5.402 -1.919 0.743 0.10
H 3.012 -1.576 0.501 0.10
H 1.618 1.542 -0.899 0.14
C -1.762 -0.369 -0.194 -0.09
H -1.478 -1.130 0.544 0.13
H -2.086 -0.867 -1.110 0.14
H -0.520 2.691 0.184 0.13
H -5.008 1.985 0.584 0.10
H -7.292 1.210 0.683 0.10
H -9.051 0.261 1.122 0.12
H -9.900 -1.292 1.218 0.13
H -9.876 -1.456 -1.268 0.11
H -10.831 -0.107 -0.642 0.11
H -9.496 0.572 -2.625 0.07
H -8.006 0.121 -1.796 0.07
H -8.980 1.468 -1.197 0.07
```



(6)
2 unconnected molecules or ions with the total composition CH5N5O. Source: the Open Molecules 2025 dataset; level of theory: the ωB97M-V functional and the def2-TZVPD basis.

Output
**Relative energy (zero: lowest compared OMol25 entry of this formula, charge and spin)**: 0.0 kcal/mol
**Gap between HOMO and LUMO**: 0.372 Eh

```
12
Properties=species:S:1:pos:R:3:lowdin_charge:R:1
C -1.202 -0.190 -0.048 -0.64
N 3.588 0.334 0.244 0.09
N 2.542 -0.218 0.116 -0.28
N -2.520 0.148 -0.146 0.15
N -0.197 0.585 -0.037 0.07
N 1.655 -0.887 -0.029 0.19
O -1.021 -1.506 0.079 0.05
H 3.621 1.320 0.451 0.07
H -2.795 1.082 -0.383 0.10
H -3.194 -0.593 -0.218 0.10
H -0.423 1.567 -0.148 0.05
H -0.053 -1.640 0.120 0.05
```



(7)
9 unconnected molecules or ions with the total composition C28H63F8N10O18S8. Source: the Open Molecules 2025 dataset; level of theory: the ωB97M-V functional and the def2-TZVPD basis.

Output
**Charge**: +1
**Gap between HOMO and LUMO**: 0.158 Eh

```
135
Properties=species:S:1:pos:R:3:lowdin_charge:R:1
C 0.214 -5.569 -6.878 -0.05
C 0.883 -4.148 -6.634 -0.16
N 0.167 -3.022 -7.165 -0.06
C -1.152 -2.606 -6.870 0.04
C -1.312 -1.346 -7.447 0.02
N -0.159 -0.980 -8.142 -0.07
C 0.682 -2.042 -7.975 -0.01
C 0.339 0.228 -8.874 0.04
H -0.044 -5.826 -7.906 0.08
H -0.693 -5.829 -6.332 0.07
H 0.830 -6.352 -6.436 0.07
H 1.898 -4.195 -7.029 0.12
H 0.997 -3.971 -5.564 0.12
H -1.688 -3.092 -6.069 0.14
H -2.156 -0.673 -7.456 0.14
H 1.670 -1.997 -8.410 0.16
H 1.326 0.107 -9.319 0.10
H 0.564 0.949 -8.088 0.11
H -0.434 0.418 -9.618 0.11
C -5.953 -10.191 5.519 0.04
C -5.638 -10.045 4.011 -0.28
O -6.371 -10.324 3.034 0.16
N -4.215 -9.476 3.703 0.08
H -3.443 -9.729 4.304 0.17
H -3.830 -9.964 2.907 0.17
C -4.286 -7.979 3.436 0.04
H -6.678 -9.412 5.755 0.11
H -5.027 -10.096 6.086 0.08
H -6.368 -11.160 5.795 0.11
H -4.197 -7.399 4.354 0.11
H -5.236 -7.657 3.009 0.12
H -3.485 -7.822 2.714 0.11
C -0.762 -0.377 -1.154 0.02
C -1.967 -1.186 -0.734 -0.34
O -1.926 -2.307 -0.243 0.16
N -3.278 -0.633 -1.260 0.09
H -3.062 0.076 -1.946 0.17
H -3.748 -1.420 -1.685 0.18
C -4.197 -0.106 -0.188 0.06
H -0.189 -0.560 -2.064 0.10
H 0.013 -0.591 -0.418 0.10
H -0.886 0.706 -1.156 0.10
H -3.784 0.857 0.112 0.12
H -4.079 -0.849 0.600 0.11
H -5.213 0.035 -0.556 0.13
C 3.618 0.897 7.311 -0.05
C 4.412 -0.413 6.882 -0.21
C 5.128 -0.237 5.498 -0.09
N 5.686 -1.628 5.010 -0.19
C 7.019 -2.009 5.815 0.08
C 6.043 -1.553 3.468 -0.10
C 5.626 -2.823 2.786 -0.18
C 4.708 -3.543 3.750 -0.15
C 4.562 -2.725 5.046 -0.07
H 3.123 1.289 6.422 0.08
H 4.285 1.607 7.801 0.07
H 2.944 0.632 8.126 0.08
H 3.730 -1.262 6.921 0.09
H 5.157 -0.738 7.609 0.09
H 5.960 0.467 5.476 0.13
H 4.414 0.050 4.727 0.12
H 7.836 -1.349 5.525 0.10
H 7.145 -3.021 5.428 0.10
H 6.787 -2.093 6.877 0.10
H 7.073 -1.277 3.242 0.13
H 5.483 -0.796 2.919 0.13
H 6.459 -3.480 2.537 0.12
H 5.170 -2.587 1.824 0.12
H 5.053 -4.538 4.030 0.12
H 3.778 -3.734 3.215 0.12
H 4.797 -3.288 5.949 0.13
H 3.527 -2.426 5.211 0.13
C 4.649 5.882 -1.111 -0.09
C 5.068 7.329 -1.411 -0.23
C 6.510 7.453 -1.942 -0.12
N 7.008 8.895 -2.239 -0.24
C 6.138 9.536 -3.320 0.03
C 6.925 9.747 -0.897 -0.05
C 8.051 10.828 -1.022 -0.13
C 9.090 10.328 -2.057 -0.12
C 8.499 9.024 -2.733 -0.05
H 4.502 5.332 -2.041 0.08
H 3.790 5.885 -0.440 0.09
H 5.423 5.298 -0.614 0.07
H 5.073 7.962 -0.524 0.10
H 4.254 7.676 -2.048 0.12
H 6.615 6.847 -2.842 0.14
H 7.106 7.051 -1.123 0.13
H 6.735 10.431 -3.498 0.11
H 5.153 9.785 -2.926 0.11
H 6.096 8.876 -4.186 0.11
H 5.927 10.139 -0.706 0.13
H 7.065 8.972 -0.143 0.12
H 7.527 11.773 -1.167 0.12
H 8.632 10.976 -0.112 0.12
H 9.349 11.136 -2.741 0.11
H 10.047 10.025 -1.632 0.11
H 8.611 8.985 -3.816 0.13
H 8.943 8.116 -2.326 0.12
N -3.551 3.270 -4.279 -0.30
S -2.475 4.522 -4.673 0.60
O -2.022 5.446 -3.704 -0.26
O -2.591 4.992 -6.086 -0.31
F -1.181 3.525 -4.819 -0.27
S -4.761 3.983 -4.594 0.40
O -5.283 3.805 -5.971 -0.31
O -5.024 5.245 -3.853 -0.32
F -5.812 3.139 -3.712 -0.23
N -11.520 -2.156 3.939 -0.25
S -13.019 -2.536 4.636 0.60
O -12.981 -2.925 6.065 -0.32
O -14.058 -3.252 3.853 -0.31
F -13.597 -1.041 4.640 -0.21
S -11.356 -3.536 3.462 0.37
O -12.006 -3.755 2.160 -0.32
O -11.018 -4.719 4.329 -0.35
F -9.867 -3.406 3.027 -0.22
N -3.396 1.602 5.220 -0.26
S -2.102 0.609 5.640 0.55
O -1.744 0.632 7.030 -0.29
O -1.045 0.354 4.648 -0.35
F -2.877 -0.800 5.528 -0.22
S -2.610 2.888 5.350 0.45
O -1.731 3.161 4.163 -0.36
O -2.262 3.336 6.728 -0.32
F -3.814 3.873 5.048 -0.20
N -6.201 -4.158 -3.766 -0.31
S -7.459 -3.825 -4.446 0.38
O -8.655 -3.762 -3.594 -0.29
O -7.721 -4.128 -5.820 -0.29
F -7.037 -2.283 -4.654 -0.24
S -6.554 -5.728 -3.381 0.60
O -6.870 -6.598 -4.491 -0.28
O -7.281 -5.893 -2.102 -0.30
F -4.955 -6.042 -3.028 -0.28
```



(8)
8 unconnected molecules or ions with the total composition C5H27NO8. Source: the Open Molecules 2025 dataset; level of theory: the ωB97M-V functional and the def2-TZVPD basis.

Output
**Relative energy (zero: lowest compared OMol25 entry of this formula, charge and spin)**: 40.6 kcal/mol
**SMILES string**: CNCC[C@H](C)O.O.O.O.O.O.O.O
**Gap between HOMO and LUMO**: 0.333 Eh

```
41
Properties=species:S:1:pos:R:3:lowdin_charge:R:1
C 0.627 1.320 -0.030 -0.13
C 0.086 0.343 -1.066 -0.40
C -0.157 1.070 -2.429 -0.04
O -1.076 -0.256 -0.485 -0.09
C 1.839 0.862 0.840 -0.22
N 1.758 -0.423 1.527 -0.14
C 2.890 -0.988 2.251 -0.12
H -0.244 1.798 0.426 0.10
H 1.104 2.183 -0.540 0.12
H 0.640 -0.581 -1.278 0.11
H 0.748 0.911 -3.023 0.05
H -0.980 0.561 -2.931 0.07
H -0.275 2.155 -2.500 0.08
H -1.828 0.340 -0.370 0.05
H 2.664 0.917 0.143 0.10
H 1.956 1.644 1.627 0.12
H 1.478 -1.054 0.766 0.08
H 3.231 -0.281 3.016 0.08
H 3.654 -1.420 1.614 0.07
H 2.556 -1.812 2.886 0.07
H -4.123 -1.701 -1.035 0.06
H -2.589 -2.015 -0.802 0.05
O -3.491 -2.161 -0.480 -0.03
H 3.576 -0.126 -2.596 0.06
H 2.317 -0.796 -2.058 -0.01
O 2.619 -0.017 -2.530 -0.05
H 1.640 -3.568 -1.012 0.05
H 2.064 -2.899 -2.305 0.05
O 2.216 -2.880 -1.355 -0.04
H -4.071 2.422 -1.037 0.04
H -3.714 1.605 0.137 0.01
O -3.497 2.473 -0.259 -0.06
H 0.024 -1.740 2.018 0.00
H -0.465 -3.050 2.821 0.03
O -0.089 -2.700 2.014 -0.07
H -3.578 -1.023 0.713 0.01
H -2.430 -0.215 1.557 0.05
O -3.314 -0.176 1.169 -0.09
H -0.596 3.510 1.887 0.01
H -1.748 3.771 0.916 0.01
O -1.421 3.997 1.796 -0.06
```



Number 1: energy -177716.780 eV. Number 2: energy -83001.751 eV. Number 3: energy -10171.001 eV. Number 4: energy -92125.885 eV. Number 5: energy -38019.374 eV. Number 6: energy -10614.098 eV. Number 7: energy -190207.075 eV. Number 8: energy -23492.353 eV.